Record 1
Computed, not measured: a 4-piece molecular cluster, C2H12NO4 overall in a non-equilibrium geometry, with ωB97M-V/def2-TZVPD.

Geometry as ORCA input:
```
! RIJCOSX wB97M-V def2-TZVPD def2/J DEFGRID3
* xyz -1 1
C 0.368 0.096 -1.275
O -0.817 0.524 -0.670
C 0.565 -1.405 -1.118
N -0.667 -2.168 -1.397
H 0.313 0.308 -2.360
H 1.203 0.714 -0.911
H 1.345 -1.785 -1.790
H 0.894 -1.648 -0.100
H -1.132 -2.370 -0.519
H -1.320 -1.484 -1.780
H -0.305 2.656 1.045
H -0.357 1.198 0.612
O 0.067 1.819 1.344
H -2.224 0.720 1.941
H -2.100 0.359 0.474
O -2.770 0.444 1.196
H 2.296 0.332 2.448
H 1.928 0.895 1.148
O 2.714 0.796 1.711
*
```

Results
energy above the lowest of the compared OMol25 structures with the same formula, charge and spin = 38.1 kJ/mol
gap between HOMO and LUMO = 8.350 eV
strongest force on any atom = 1.55 eV/Å

Record 2
Computed, not measured: C43H51BBrFN6NdSi as an isolated structure in a non-equilibrium geometry, with ωB97M-V/def2-TZVPD.

Geometry as ORCA input:
```
! RIJCOSX wB97M-V def2-TZVPD def2/J DEFGRID3
* xyz -1 4
Nd -0.270 -0.111 -0.438
C -4.195 -0.442 2.800
C -2.942 -1.234 2.437
C -2.585 -2.240 3.538
C -3.092 -1.957 1.134
C -3.988 -2.993 0.803
C -3.667 -3.334 -0.493
N -2.645 -2.561 -0.895
N -2.308 -1.688 0.096
B -1.981 -2.528 -2.285
N -1.797 -1.023 -2.780
C -2.763 -0.360 -3.477
C -2.162 0.395 -4.439
C -0.762 0.150 -4.273
N -0.550 -0.685 -3.288
C 0.366 0.594 -5.168
C 1.752 0.301 -4.599
C 0.224 2.051 -5.609
N -0.625 -3.252 -2.338
C -0.364 -4.209 -3.239
C 0.916 -4.651 -3.038
C 1.385 -3.893 -1.944
N 0.446 -3.029 -1.517
C 2.777 -4.088 -1.381
C 3.840 -3.528 -2.340
C 2.966 -3.631 0.053
H -4.054 0.086 3.753
H -4.441 0.297 2.032
H -5.055 -1.115 2.914
H -2.119 -0.525 2.314
H -3.406 -2.958 3.678
H -1.680 -2.805 3.286
H -2.405 -1.734 4.489
H -4.748 -3.438 1.433
H -4.082 -4.077 -1.162
H -2.719 -3.131 -3.046
H -3.810 -0.515 -3.246
H -2.646 1.047 -5.157
H 0.246 -0.031 -6.058
H 2.508 0.471 -5.374
H 1.835 -0.732 -4.248
H 1.974 0.958 -3.743
H 0.304 2.728 -4.744
H 1.020 2.308 -6.319
H -0.735 2.241 -6.105
H -1.121 -4.499 -3.955
H 1.451 -5.424 -3.578
H 2.914 -5.167 -1.375
H 4.845 -3.803 -1.995
H 3.791 -2.437 -2.403
H 3.708 -3.918 -3.355
H 2.813 -2.558 0.188
H 2.269 -4.131 0.721
H 3.984 -3.862 0.389
Br 2.883 -0.192 -1.038
C 3.132 1.679 -1.151
C 4.383 2.156 -0.893
C 4.627 3.542 -1.062
C 3.628 4.357 -1.517
C 2.330 3.843 -1.802
C 1.305 4.676 -2.341
C 0.087 4.133 -2.659
C -0.184 2.778 -2.364
C 0.721 1.936 -1.768
C 2.031 2.470 -1.572
H 5.169 1.486 -0.571
H 5.611 3.943 -0.842
H 3.813 5.415 -1.677
H 1.516 5.726 -2.520
H -0.691 4.752 -3.099
H -1.185 2.418 -2.585
C 2.623 0.242 2.456
Si 0.840 -0.407 2.380
C 0.964 -2.312 2.546
C 0.222 0.011 4.152
C -0.901 0.773 4.468
C -1.290 1.028 5.810
C -0.535 0.516 6.868
C 0.597 -0.237 6.586
C 0.973 -0.483 5.246
H 3.348 -0.581 2.372
H 2.780 0.758 3.411
H 2.848 0.954 1.652
H 2.008 -2.641 2.638
H 0.522 -2.853 1.697
H 0.425 -2.619 3.451
H -1.490 1.208 3.662
H -2.169 1.634 6.012
H -0.822 0.711 7.896
H 1.201 -0.630 7.398
H 1.876 -1.067 5.054
F -0.698 5.167 4.378
C -1.035 4.352 3.349
C -2.106 3.508 3.485
C -2.434 2.665 2.420
C -1.727 2.642 1.219
C -2.119 1.691 0.114
C -0.651 3.542 1.137
C -0.299 4.390 2.191
H -2.669 3.497 4.415
H -3.292 2.003 2.525
H -2.170 2.192 -0.846
H -3.090 1.243 0.322
H -0.069 3.583 0.232
H 0.546 5.071 2.108
*
```

Results
energy above the lowest of the compared OMol25 structures with the same formula, charge and spin = 7.0 kJ/mol
gap between HOMO and LUMO (alpha / beta) = 6.672 / 6.638 eV
strongest force on any atom = 1.10 eV/Å

Record 3
Computed, not measured: an isolated molecule of C3H4O4 in a non-equilibrium geometry, with ωB97M-V/def2-TZVPD.

Geometry as ORCA input:
```
! RIJCOSX wB97M-V def2-TZVPD def2/J DEFGRID3
* xyz 0 1
C 0.507 -1.198 -1.102
C -0.007 0.544 0.781
C 0.108 -1.054 0.329
O -1.058 1.001 0.182
O -1.164 2.517 0.318
O 0.747 1.104 1.516
O -0.125 -1.914 1.115
H -0.803 2.657 1.221
H 0.633 -2.249 -1.354
H -0.271 -0.758 -1.725
H 1.432 -0.651 -1.281
*
```

Results
energy above the lowest of the compared OMol25 structures with the same formula, charge and spin = 333.0 kJ/mol
SMILES = CC(=O)C(=O)OO
gap between HOMO and LUMO = 9.937 eV
strongest force on any atom = 3.16 eV/Å

Record 4
Computed, not measured: a 2-piece molecular cluster, CH3ClN2S overall in a non-equilibrium geometry, with ωB97M-V/def2-TZVPD.

Geometry as ORCA input:
```
! RIJCOSX wB97M-V def2-TZVPD def2/J DEFGRID3
* xyz 0 1
C 1.374 -0.583 1.445
N -1.789 0.853 -1.684
N -0.708 0.225 -1.574
S 2.769 -0.879 2.044
Cl -0.016 -0.149 2.435
H -2.668 0.231 -1.419
H 0.981 -0.528 0.330
H 0.057 0.829 -1.577
*
```

Results
energy above the lowest of the compared OMol25 structures with the same formula, charge and spin = 255.2 kJ/mol
SMILES = [H]/N=N/[H].S=CCl
gap between HOMO and LUMO = 8.920 eV
strongest force on any atom = 4.58 eV/Å

Record 5
Computed, not measured: a 2-piece molecular cluster, C6H14NO overall in a non-equilibrium geometry, with ωB97M-V/def2-TZVPD.

Geometry as ORCA input:
```
! RIJCOSX wB97M-V def2-TZVPD def2/J DEFGRID3
* xyz -1 1
C -1.779 0.164 -0.352
O -0.855 1.182 -0.374
C -1.351 -1.024 -1.238
C -1.273 -0.608 -2.703
H -2.776 0.509 -0.691
H -1.869 -0.238 0.682
H -2.046 -1.869 -1.158
H -0.368 -1.334 -0.876
H -0.837 -1.375 -3.351
H -0.634 0.276 -2.775
H -2.240 -0.296 -3.124
N 1.814 0.923 -0.245
C 2.111 0.730 1.186
C 0.876 -0.612 2.879
C 0.904 0.391 2.004
H 2.224 1.799 -0.541
H 0.743 0.996 -0.388
H 2.631 1.626 1.572
H 2.863 -0.069 1.316
H 0.003 -1.042 3.352
H 1.799 -1.170 3.044
H 0.061 1.043 1.780
*
```

Results
energy above the lowest of the compared OMol25 structures with the same formula, charge and spin = 92.3 kJ/mol
gap between HOMO and LUMO = 7.109 eV
strongest force on any atom = 1.12 eV/Å

Record 6
Computed, not measured: C25H18BrI2N7NaO3S as an isolated structure in a non-equilibrium geometry, with ωB97M-V/def2-TZVPD.

Geometry as ORCA input:
```
! RIJCOSX wB97M-V def2-TZVPD def2/J DEFGRID3
* xyz -1 1
Na -0.586 -0.441 -0.041
N -0.997 -6.720 -4.846
C -0.888 -5.409 -4.357
C -0.292 -4.414 -5.130
C -0.218 -3.111 -4.668
C -0.743 -2.783 -3.426
C -1.360 -3.762 -2.663
C -1.432 -5.067 -3.121
S -0.644 -1.117 -2.807
O -1.736 -1.029 -1.841
O -0.718 -0.248 -3.955
N 0.665 -0.946 -1.938
C 1.894 -0.838 -2.498
N 2.864 -0.356 -1.684
C 4.064 -0.211 -2.213
C 4.374 -0.541 -3.525
C 3.331 -1.083 -4.254
N 2.113 -1.243 -3.766
H -0.274 -6.965 -5.505
H -1.068 -7.416 -4.119
H 0.116 -4.663 -6.103
H 0.251 -2.339 -5.259
H -1.809 -3.492 -1.716
H -1.927 -5.823 -2.521
H 4.833 0.190 -1.556
H 5.366 -0.412 -3.933
H 3.482 -1.414 -5.279
Br 5.126 -3.041 -2.167
C 5.016 -3.138 -0.278
C 5.289 -4.334 0.364
C 5.175 -4.391 1.745
C 4.759 -3.280 2.466
C 4.537 -2.071 1.813
C 4.660 -2.004 0.435
N 4.672 -3.476 3.892
N 3.757 -2.989 4.576
C 2.659 -2.295 3.975
C 2.428 -1.016 4.414
C 1.518 -0.177 3.764
C 0.795 -0.605 2.653
O 0.003 0.184 1.995
C 0.947 -1.996 2.259
N 0.201 -2.431 1.210
C 0.283 -3.687 0.860
C 1.080 -4.630 1.537
C 1.857 -4.208 2.574
C 1.844 -2.844 2.947
H 5.583 -5.205 -0.205
H 5.387 -5.308 2.280
H 4.228 -1.189 2.357
H 4.436 -1.083 -0.084
H 3.021 -0.640 5.239
H 1.380 0.845 4.092
H -0.298 -3.994 -0.003
H 1.072 -5.664 1.220
H 2.479 -4.905 3.120
I -2.399 -0.070 2.585
I -5.067 -0.395 2.957
*
```

Results
energy above the lowest of the compared OMol25 structures with the same formula, charge and spin = 74.5 kJ/mol
gap between HOMO and LUMO = 6.711 eV
strongest force on any atom = 1.04 eV/Å